{
  "formula": "C2H6BrClOSi",
  "method": "ωB97M-V/def2-TZVPD",
  "elements": ["C", "C", "O", "Si", "Cl", "Br", "H", "H", "H", "H", "H", "H"],
  "xyz": [[-1.9186, -2.6754, 1.5659], [-2.8559, 1.6950, -0.4284], [-2.4735, -2.4824, 0.2513], [-3.7886, -3.1274, -0.4073], [-3.2467, -2.9835, -2.4097], [-1.2907, 2.9535, 0.3333], [-2.7164, -2.8152, 2.3646], [-1.1912, -1.8350, 1.7286], [-1.2211, -3.5754, 1.5275], [-3.4488, 2.5274, -0.7262], [-3.2568, 1.2474, 0.4222], [-2.6279, 1.0335, -1.3494]],
  "forces_ev_per_a": [[1.1, -0.5, 0.0], [2.0, 1.3, -1.9], [1.1, 0.2, 0.9], [-0.9, -0.5, -0.1], [0.0, 0.1, -0.3], [-1.2, -1.7, -0.9], [1.1, 0.4, -1.0], [-1.2, -0.5, 0.3], [-1.2, 0.8, 0.1], [-0.7, 0.2, -0.4], [-0.3, -1.0, 1.2], [0.2, 1.1, 2.0]],
  "mulliken_charge": [-0.519, -0.663, 0.039, -0.001, -0.231, -0.172, 0.265, 0.218, 0.232, 0.306, 0.264, 0.262],
  "orbital_gap_ev": 9.21,
  "e_tot_ev": -94661.66205,
  "de_lowest_kj_mol": 306.0,
  "homo_energy_ev": -9.40,
  "e_lumo_ev": -0.19,
  "max_force_ha_per_bohr": 0.0606
}